Here is the molecule C7H11ClO from the OMol25 dataset. Energies are from ωB97M-V/def2-TZVPD.

```
20
Properties=species:S:1:pos:R:3
C 1.298 1.057 -0.396
C 0.238 0.959 -1.495
C 0.926 -0.215 0.300
C -0.472 -0.199 -0.375
C 0.988 -0.123 1.804
C -0.818 -1.538 -1.063
C -1.409 0.630 0.436
O 2.080 1.885 -0.118
Cl 2.013 -1.396 -0.143
H -0.460 1.811 -1.601
H 0.454 0.284 -2.351
H 0.116 -0.618 2.426
H 0.957 0.860 2.307
H 1.972 -0.627 2.034
H -0.054 -1.990 -1.688
H -1.650 -1.215 -1.737
H -1.181 -2.267 -0.302
H -1.959 0.070 1.197
H -2.219 1.088 -0.162
H -0.821 1.542 0.927
```

- E_HOMO (spin up / spin down): -0.2045 / -0.3660 Eh
- Orbital gap (spin up / spin down): 6.32 / 7.51 eV
- 2S+1: 3
- Expectation value of S²: 2.01
- Total charge: 0
- Relative energy (zero: lowest compared OMol25 entry of this formula, charge and spin): 0.000 eV